1.
# C6H9N

An isolated molecule of C6H9N (the ωB97M-V functional and the def2-TZVPD basis, the OMol25 dataset).

The geometry in ORCA input format:
```
! RIJCOSX wB97M-V def2-TZVPD def2/J DEFGRID3
* xyz 0 1
C -1.89726 1.14488 1.32811
C -0.92998 0.30024 0.56487
C 0.43198 0.20272 0.69288
C 0.94001 -0.51173 -0.43294
C 2.38776 -0.67759 -0.78272
C -0.14682 -0.86584 -1.19200
N -1.27663 -0.36980 -0.58145
H -2.83274 0.63212 1.57745
H -1.43274 1.48223 2.25834
H -2.15196 2.04077 0.74798
H 1.01526 0.63177 1.49891
H 2.51409 -1.13188 -1.77035
H 2.93624 -1.28642 -0.05526
H 2.86638 0.30900 -0.81212
H -0.20559 -1.41135 -2.12522
H -2.21801 -0.48914 -0.91647
*
```

Values from the calculation:
DFT total energy in Eh: -288.778023
Gap between HOMO and LUMO in eV: 8.881
Energy above the lowest of the compared OMol25 structures with the same formula, charge and spin in kcal per mole: 2.5
HOMO level in Ha: -0.28768
Lowest unoccupied orbital energy in Ha: 0.0387


2.
# C42H43ClIN6OP2Ru

A structure of composition C42H43ClIN6OP2Ru (the ωB97M-V functional and the def2-TZVPD basis, the OMol25 dataset).

The geometry in ORCA input format:
```
! RIJCOSX wB97M-V def2-TZVPD def2/J DEFGRID3
* xyz 0 2
Ru -0.62172 -0.45270 0.19516
C 0.66622 -5.85537 1.46903
C 0.76167 -5.29655 0.07201
C 1.04255 -6.18876 -0.96302
C 1.16563 -5.77713 -2.28026
C 1.01336 -4.43684 -2.59511
C 0.71553 -3.53629 -1.58523
C 0.57707 -3.94224 -0.25504
P 0.23087 -2.53091 0.87130
C -0.64376 -3.21458 2.34075
C -0.11035 -3.01207 3.61332
C -0.79957 -3.39869 4.75325
C -2.04224 -3.99798 4.63437
C -2.58782 -4.19338 3.37484
C -1.91320 -3.80638 2.22125
C -2.56718 -4.01470 0.88455
C 1.86992 -2.10786 1.53236
C 2.93000 -2.99582 1.70412
C 4.12726 -2.55233 2.23900
C 4.25675 -1.21829 2.61225
C 3.20499 -0.33516 2.42972
C 1.99333 -0.75836 1.87165
C 0.87066 0.21075 1.57247
H 1.13307 -6.83931 1.50477
H -0.37233 -5.96709 1.78595
H 1.15163 -5.22013 2.20786
H 1.18086 -7.23579 -0.71915
H 1.39567 -6.50062 -3.05208
H 1.13352 -4.09075 -3.61439
H 0.60331 -2.48196 -1.81564
H 0.85989 -2.54370 3.71768
H -0.36266 -3.22918 5.72886
H -2.58919 -4.30755 5.51568
H -3.56278 -4.65748 3.27865
H -3.52370 -4.52496 0.99649
H -1.94231 -4.59582 0.20445
H -2.74299 -3.04606 0.41150
H 2.83196 -4.02845 1.39171
H 4.95820 -3.23601 2.35531
H 5.19036 -0.86317 3.03107
H 3.32089 0.70942 2.69630
H 1.32284 1.12959 1.18319
H 0.41544 0.50809 2.52767
I -2.39377 -0.34925 2.08116
C -3.02705 1.56973 1.54057
C -4.12011 2.12053 2.14145
C -4.48658 3.44079 1.80688
C -3.73201 4.14670 0.91643
C -2.59165 3.57575 0.29643
C -1.80707 4.32899 -0.60789
C -0.71021 3.75419 -1.17720
C -0.37467 2.40779 -0.90661
C -1.10083 1.58622 -0.06501
C -2.22139 2.22938 0.58109
H -4.69263 1.56528 2.87322
H -5.35465 3.88842 2.27303
H -3.99245 5.16924 0.66864
H -2.08381 5.35467 -0.82143
H -0.08428 4.32616 -1.85293
H 0.50290 2.02129 -1.40343
C -3.48519 0.56667 -4.02090
N -2.23264 -0.26542 -4.20809
C -2.62796 -1.69526 -4.52670
N -3.48398 -2.23048 -3.51756
C -4.66302 -1.38153 -3.37651
N -4.33299 -0.00545 -3.02233
C -3.78398 0.09731 -1.65622
P -2.19300 -0.84365 -1.45444
C -1.40390 -0.23188 -2.97562
C -2.80309 -2.43028 -2.22244
H -3.99808 0.59276 -4.98336
H -3.16525 1.56929 -3.73897
H -1.61616 0.09100 -4.95620
H -1.70233 -2.26262 -4.61265
H -3.14216 -1.67191 -5.48849
H -5.31042 -1.79915 -2.60663
H -5.20421 -1.37713 -4.32572
H -4.53784 -0.26108 -0.95212
H -3.60063 1.14803 -1.42038
H -0.53975 -0.85870 -3.14788
H -1.04610 0.78459 -2.82170
H -3.49856 -2.93724 -1.55312
H -1.95060 -3.09999 -2.35964
N 2.94966 0.27341 -1.00247
C 1.94344 0.12631 -1.87932
O 0.82754 -0.34718 -1.52046
C 2.20057 0.50321 -3.24354
C 3.47732 0.99605 -3.60092
N 4.54410 1.37918 -3.82348
C 1.21801 0.39532 -4.23957
N 0.40580 0.30409 -5.06372
H 2.80715 0.02096 -0.03943
H 3.81840 0.69764 -1.28041
Cl 3.43469 3.43152 1.24589
C 1.84147 4.00345 1.35655
H 1.05148 3.27426 1.29866
H 1.69541 5.06859 1.30936
*
```

Values from the calculation:
<S²>: 0.754
DFT total energy in Eh: -3565.493893
Gap between HOMO and LUMO (spin up / spin down) in eV: 7.436 / 7.434
Energy above the lowest of the compared OMol25 structures with the same formula, charge and spin in kcal per mole: 0.0
HOMO level (spin up / spin down) in Ha: -0.26896 / -0.26889
Lowest unoccupied orbital energy (spin up / spin down) in Ha: 0.0043 / 0.0043


3.
# C5H10NO2

The ion C5H10NO2 with charge -2 in a non-equilibrium geometry (the ωB97M-V functional and the def2-TZVPD basis, the OMol25 dataset).

The geometry in ORCA input format:
```
! RIJCOSX wB97M-V def2-TZVPD def2/J DEFGRID3
* xyz -2 2
O -2.57263 1.26980 1.43295
C -2.83568 0.57226 0.46155
O -3.88367 0.07041 0.07462
C -1.70528 0.24592 -0.64361
C -0.22935 0.74555 -0.39947
C 0.49437 -0.09975 0.70300
C 1.53095 -0.99622 0.01105
N 2.83010 -0.35748 0.12933
H -1.84418 -0.80599 -0.82378
H -2.09546 0.58385 -1.59188
H 0.36004 0.84276 -1.36315
H -0.38940 1.72499 0.12291
H -0.13128 -0.54768 1.45262
H 1.08808 0.68684 1.37272
H 1.32759 -1.45779 -1.07786
H 1.52837 -1.88216 0.71726
H 2.88136 0.38879 -0.51889
H 3.64608 -0.98413 -0.05939
*
```

Values from the calculation:
<S²>: 0.751
DFT total energy in Eh: -401.623873
Gap between HOMO and LUMO (spin up / spin down) in eV: 2.810 / 7.976
Energy above the lowest of the compared OMol25 structures with the same formula, charge and spin in kcal per mole: 37.4
HOMO level (spin up / spin down) in Ha: 0.14187 / -0.04928
Lowest unoccupied orbital energy (spin up / spin down) in Ha: 0.2451 / 0.2438


4.
# C43H43IrN5O2

A structure of composition C43H43IrN5O2 in a non-equilibrium geometry (the ωB97M-V functional and the def2-TZVPD basis, the OMol25 dataset).

The geometry in ORCA input format:
```
! RIJCOSX wB97M-V def2-TZVPD def2/J DEFGRID3
* xyz 2 2
Ir -0.11183 0.87171 -0.42997
O -8.19835 2.05838 0.74302
C -7.28747 1.10126 0.69534
O -7.57258 -0.05141 0.88720
C -5.86011 1.46685 0.41719
C -5.01695 0.47235 -0.09457
C -3.69167 0.73309 -0.34383
C -3.12591 2.00225 -0.07985
C -3.98864 2.98948 0.45879
C -5.31509 2.72113 0.70147
N -1.79952 2.23504 -0.31411
C -1.31403 3.49939 -0.40180
C 0.05415 3.76087 -0.44371
C 0.58475 5.07797 -0.46517
C 1.94040 5.25739 -0.52645
C 2.77550 4.13183 -0.58187
C 2.20001 2.87915 -0.53208
N 0.89013 2.67554 -0.45521
H -7.89408 2.94862 0.52277
H -5.43123 -0.50202 -0.30542
H -3.05444 -0.04529 -0.74368
H -3.60510 3.97163 0.69300
H -5.92351 3.49962 1.13634
H -1.99953 4.32775 -0.50672
H -0.09240 5.91756 -0.42872
H 2.37052 6.24629 -0.53378
H 3.84476 4.23461 -0.65284
H 2.82261 1.99429 -0.54992
C -0.94431 2.08788 3.00761
C -0.64957 0.67986 2.50004
C -1.82050 -0.27640 2.70378
C 0.60952 0.11995 3.10615
C 0.56107 -0.06652 4.47309
C 1.64085 -0.58228 5.16303
C 2.79660 -0.88353 4.46495
C 2.92397 -0.72982 3.09153
C 4.30412 -1.11200 2.58206
C 5.04630 0.03817 1.87389
C 4.29442 -2.48930 1.87412
C 1.77558 -0.24673 2.35303
N 1.66850 -0.12323 0.99241
C 2.56560 -0.53279 0.12464
C 2.39655 -0.43832 -1.25442
C 3.30398 -0.87149 -2.26971
C 2.69936 -0.61253 -3.46358
C 1.41569 -0.03028 -3.17524
N 1.27037 0.07725 -1.85430
C 0.33932 0.32374 -4.14859
C -0.24362 1.69975 -3.79967
C -0.75048 -0.75888 -3.98135
C 0.83894 0.30588 -5.59401
H -1.86285 2.45793 2.55704
H -0.13163 2.76657 2.75625
H -1.06978 2.10334 4.08747
H -0.50222 0.78194 1.37745
H -2.08193 -0.35968 3.75456
H -1.56657 -1.26806 2.34036
H -2.69540 0.06604 2.16021
H -0.33519 0.18211 5.01771
H 1.59050 -0.71808 6.23218
H 3.64222 -1.24859 5.02749
H 4.90753 -1.29273 3.47591
H 4.42493 0.65989 1.23409
H 5.87490 -0.35390 1.28869
H 5.46300 0.69208 2.63727
H 3.39903 -2.69384 1.28883
H 4.34509 -3.26962 2.63059
H 5.16725 -2.59178 1.23055
H 3.48737 -0.99731 0.42997
H 4.26839 -1.30692 -2.08633
H 3.09946 -0.79204 -4.44112
H -0.66611 1.68617 -2.78711
H -1.03587 1.96475 -4.49496
H 0.52727 2.46598 -3.85082
H -1.10235 -0.79323 -2.95094
H -0.35127 -1.73523 -4.24553
H -1.58744 -0.53615 -4.63721
H 1.64755 1.01573 -5.73656
H 0.03141 0.57402 -6.26946
H 1.18710 -0.68544 -5.86656
N -0.38181 -8.83321 -0.91679
C -0.49462 -7.69783 -0.82166
C -0.62359 -6.29532 -0.71670
C -1.48476 -5.61490 -1.59070
C -1.62513 -4.25103 -1.48987
C -0.90317 -3.54491 -0.50904
C -0.03368 -4.23545 0.36114
C 0.11060 -5.59763 0.25542
C -0.96006 -2.15006 -0.43629
C -0.90104 -0.92550 -0.45446
H -2.03028 -6.16874 -2.33798
H -2.28374 -3.70789 -2.15090
H 0.51493 -3.67087 1.10199
H 0.77931 -6.13432 0.91094
*
```

Values from the calculation:
<S²>: 0.975
DFT total energy in Eh: -2192.276435
Gap between HOMO and LUMO (spin up / spin down) in eV: 4.526 / 3.382
HOMO level (spin up / spin down) in Ha: -0.45913 / -0.45828
Lowest unoccupied orbital energy (spin up / spin down) in Ha: -0.2928 / -0.3340


5.
# C14H13F3N2O3

An isolated molecule of C14H13F3N2O3 in a non-equilibrium geometry (the ωB97M-V functional and the def2-TZVPD basis, the OMol25 dataset).

The geometry in ORCA input format:
```
! RIJCOSX wB97M-V def2-TZVPD def2/J DEFGRID3
* xyz 0 1
O -4.67399 1.29072 0.81802
O 0.84892 -0.92281 4.38876
F 3.14939 0.38384 5.01000
F 4.18628 -0.87891 3.56975
F 3.32144 -1.84775 5.42566
O -0.79106 1.59640 -3.31633
C -3.49593 1.02837 0.43126
C 1.86148 -1.13369 3.72684
C -3.14310 0.97084 -1.02136
C -1.95342 0.42951 -1.44578
C -0.29227 -0.09464 1.79459
C 0.30824 -0.30676 -0.84759
C -0.89059 0.18434 -0.47371
C -1.18015 0.39312 0.80235
C 0.92948 -0.65909 1.46296
C 1.15130 -0.83100 0.11327
N -2.44848 0.76118 1.30211
N 1.96444 -1.02523 2.33448
C -0.73841 1.83511 -4.76726
C 3.15033 -0.86968 4.47361
C -1.67307 0.44554 -2.98433
C 2.39521 -1.58010 -0.39684
H -3.89284 1.32441 -1.74053
H -0.64001 0.09862 2.77496
H 0.61022 -0.41760 -1.87094
H -2.60491 0.90971 2.31935
H 2.75792 -1.43252 1.89298
H -0.00236 2.57484 -4.99976
H -0.45107 0.91764 -5.33972
H -1.77511 2.17428 -4.98759
H -2.68263 0.54277 -3.52968
H -1.32147 -0.56984 -3.31494
H 3.24848 -1.25014 0.18611
H 2.61514 -1.35630 -1.45272
H 2.15260 -2.68520 -0.33798
*
```

Values from the calculation:
DFT total energy in Eh: -1176.099401
Gap between HOMO and LUMO in eV: 8.340
HOMO level in Ha: -0.31466
Lowest unoccupied orbital energy in Ha: -0.0082


6.
# C4H10S

An isolated molecule of C4H10S in a non-equilibrium geometry (the ωB97M-V functional and the def2-TZVPD basis, the OMol25 dataset).

The geometry in ORCA input format:
```
! RIJCOSX wB97M-V def2-TZVPD def2/J DEFGRID3
* xyz 0 1
C -0.26230 1.35972 0.28439
C 1.57119 -0.29856 0.00702
C -0.67581 -1.08324 -0.73321
C 0.09741 -0.25734 0.24528
S -0.21292 -0.89861 2.03669
H -0.55850 1.66060 -0.82602
H -1.02063 1.56872 1.02202
H 0.45628 2.11506 0.37928
H 1.94307 -1.03091 -0.62733
H 1.99211 -0.43724 0.95936
H 1.92729 0.63900 -0.32515
H -0.02157 -1.93317 -1.10112
H -1.66021 -1.44738 -0.49015
H -0.79071 -0.33471 -1.50391
H -1.51626 -0.30139 2.01827
*
```

Values from the calculation:
DFT total energy in Eh: -556.532452
Gap between HOMO and LUMO in eV: 9.743
Energy above the lowest of the compared OMol25 structures with the same formula, charge and spin in kcal per mole: 31.1
HOMO level in Ha: -0.32766
Lowest unoccupied orbital energy in Ha: 0.0304


> Which value of DFT total energy does entry 3 give?

-401.623873 Eh